[1]
DFT (ωB97M-V/def2-TZVPD) results for a cluster of 7 separate species, C53H80ClF10N11O5SSi in total in a non-equilibrium geometry.

```
! wB97M-V def2-TZVPD RIJCOSX def2/J DEFGRID3
* xyz 0 1
Cl -0.741 -4.914 -2.214
S 3.793 -1.230 -2.248
Si 5.417 -2.298 0.945
F 0.137 -2.101 4.891
F 6.824 -1.385 -3.915
F 4.614 1.197 -3.309
F 1.824 -3.279 4.217
F 6.156 0.150 -2.124
F 5.428 1.105 -5.953
F 7.189 -0.138 -6.003
F 1.900 -1.023 4.229
F 7.117 1.382 -4.470
F 4.864 -1.293 -5.058
O -1.372 -3.395 2.385
O -1.622 -1.284 2.771
O 4.607 -2.440 -2.437
O 2.686 -1.379 -3.206
O 1.795 4.984 -0.475
N 0.206 -3.789 11.326
N 0.882 -2.123 0.265
N -3.758 0.110 -4.771
N 0.629 -2.176 2.638
N 2.760 -3.953 -1.173
N -5.142 4.479 7.050
N 2.777 -1.927 1.711
N 0.734 3.971 -2.315
N 0.442 2.533 2.558
N -5.808 -4.645 -9.013
N 2.971 9.096 -3.004
C -4.232 -0.933 -4.787
C -7.802 2.859 5.531
C 3.088 1.744 -0.775
C 2.233 6.024 -2.582
C -1.248 -2.240 -2.402
C -6.446 -4.830 -8.080
C -2.437 2.235 4.458
C -3.645 -2.892 -6.970
C 6.429 -3.505 -0.172
C -0.437 -3.594 10.398
C -9.191 -3.678 -7.800
C -6.506 3.499 5.026
C 3.568 0.415 -0.120
C 1.383 -2.119 1.552
C 2.428 -5.239 -1.356
C -3.909 -3.274 -5.518
C 2.017 10.080 0.452
C 2.043 1.826 -1.952
C 6.332 0.526 -5.146
C 0.770 -2.658 7.827
C -0.136 -3.217 -1.862
C 3.170 -3.667 0.067
C 1.127 -2.106 3.988
C -1.267 -3.344 9.193
C -0.159 2.387 3.521
C -5.731 4.052 6.166
C 3.565 -2.169 0.486
C -0.939 2.182 4.765
C -4.838 -2.288 -4.803
C 6.507 -0.756 1.100
C 2.839 -6.034 0.997
C -0.450 0.406 0.372
C 2.327 11.301 -0.407
C -7.557 1.708 6.500
C 1.581 4.938 -1.660
C -7.272 -5.071 -6.870
C 5.763 -3.084 2.691
C 1.507 -1.002 -0.464
C 0.760 2.696 -1.569
C 3.096 -1.031 -0.550
C 3.203 -4.620 1.153
C -2.877 3.574 3.876
C -0.888 -2.284 2.578
C 5.026 -0.036 -2.909
C 5.719 -0.646 -4.239
C 1.823 11.160 -1.847
C 2.466 -6.262 -0.377
C 2.469 9.995 -2.501
C 0.908 0.143 0.494
C -0.441 -3.580 7.925
C -0.634 4.485 -2.540
C -8.760 -5.025 -7.231
C -0.035 -3.077 -0.292
H -0.804 1.454 0.402
H -0.112 2.090 -1.942
H -8.372 2.489 4.675
H -1.096 -2.879 0.033
H 0.941 9.889 0.488
H 0.807 -2.992 -2.406
H 1.310 -2.841 6.899
H -8.418 3.614 6.025
H -1.141 -2.030 -3.492
H 2.856 -6.770 1.815
H 4.682 0.430 -0.268
H 5.648 -4.195 2.584
H -7.036 -4.312 -6.121
H 1.001 -0.802 -1.426
H 3.463 0.474 0.995
H -1.178 -0.431 0.311
H 7.031 -0.470 0.150
H 0.616 2.786 -0.467
H -8.987 -5.808 -7.959
H 2.629 2.362 0.048
H 0.740 11.020 -1.861
H 2.500 2.443 -2.775
H -5.893 2.761 4.505
H -0.678 1.211 5.190
H 2.090 -5.515 -2.382
H -8.504 1.264 6.811
H 3.458 -4.353 2.200
H 2.194 -7.298 -0.671
H 7.338 -0.843 1.852
H 5.110 -2.657 3.494
H 3.114 5.597 -3.115
H -2.644 4.394 4.559
H -9.349 -5.239 -6.335
H -2.956 -3.335 -4.986
H -2.261 -2.702 -2.268
H 1.458 0.646 1.309
H -8.989 -2.870 -7.092
H -0.101 -4.618 7.894
H 5.782 -4.173 -0.783
H 1.867 12.182 0.045
H 3.149 -2.337 2.560
H -1.269 -1.290 -1.807
H 2.499 6.921 -1.984
H -1.342 3.643 -2.742
H -1.638 -2.318 9.224
H 2.367 10.236 1.474
H 2.512 9.184 0.073
H -2.127 -4.016 9.211
H 1.471 6.323 -3.341
H -5.008 -2.610 -3.774
H -0.666 2.954 5.488
H -6.952 0.925 6.035
H -10.261 -3.681 -8.015
H 3.961 2.384 -1.080
H 2.056 12.060 -2.417
H -5.806 -2.238 -5.306
H -1.028 5.113 -1.703
H -1.078 -3.424 7.052
H 7.231 -4.023 0.398
H 3.408 11.468 -0.410
H -2.393 3.776 2.918
H -4.576 -2.835 -7.536
H -8.673 -3.452 -8.735
H -3.004 -3.636 -7.448
H 1.776 0.867 -2.449
H -4.358 -4.271 -5.488
H -7.045 2.045 7.404
H -2.995 2.047 5.379
H -2.697 1.438 3.756
H -6.732 4.306 4.327
H 0.465 -1.608 7.843
H 5.876 0.091 1.492
H -3.136 -1.929 -7.047
H 6.819 -2.915 3.002
H -7.015 -6.047 -6.456
H -0.611 5.089 -3.484
H 0.161 -4.116 0.092
H 1.470 -2.825 8.648
H 6.956 -2.829 -0.903
H -3.954 3.575 3.701
*
```

The calculation puts the max |F| at 6.85 eV Å⁻¹. The value obtained for the calculated total energy is -5192.2992 a.u. The value obtained for the LUMO energy is -0.45 eV.

=====

[2]
DFT (ωB97M-V/def2-TZVPD) results for a structure of composition C53H82AsBrGe2O2PtSSi3.

```
! wB97M-V def2-TZVPD RIJCOSX def2/J DEFGRID3
* xyz 1 2
Pt -0.511 -0.739 -0.575
Br -1.339 1.140 1.173
As -1.891 -2.362 -1.846
Ge -0.874 -3.567 1.946
Ge 1.961 -0.049 -1.188
S 1.936 0.048 2.390
Si 2.236 -1.429 -3.397
Si 4.061 -1.285 -0.499
Si 2.619 2.145 -1.940
O 2.511 0.743 1.181
O -1.221 0.777 -1.873
C -0.442 -1.917 0.899
C -2.555 6.468 0.898
C -1.331 2.475 -0.198
C 1.086 1.306 3.330
C 1.143 -2.921 5.595
C -1.833 7.220 -1.357
C 1.794 -4.037 3.144
C -4.923 -2.432 4.165
C 4.414 2.103 -2.505
C -1.778 3.079 -2.443
C -2.445 -5.740 0.889
C -1.553 4.797 -0.672
C -2.281 2.900 -3.892
C -2.703 -6.999 0.369
C -0.108 -6.264 1.018
C -3.642 -2.516 -1.029
C -1.798 4.396 -1.977
C -0.507 1.873 5.019
C 0.702 -0.834 -4.290
C -3.053 -3.896 3.805
C -3.793 3.176 -3.878
C 0.509 -3.530 3.336
C -1.425 2.040 -1.531
C -2.072 1.505 -4.470
C -4.443 -1.583 3.180
C -1.350 -4.219 -1.977
C 0.201 -2.971 4.576
C 0.234 0.913 4.352
C 0.459 3.585 3.651
C 2.468 3.447 -0.603
C -3.266 -1.892 2.510
C 3.647 -1.066 -4.570
C 3.362 -2.666 0.559
C 2.415 -3.436 5.389
C 2.739 -3.994 4.160
C -1.363 3.775 0.247
C 5.227 -0.195 0.500
C -1.608 3.891 -4.858
C -4.226 -3.591 4.478
C 3.275 -0.232 3.556
C 1.555 2.622 -3.402
C -2.553 -3.049 2.813
C -1.143 -5.352 1.211
C -2.370 -2.093 -3.705
C 2.091 -3.242 -2.956
C -1.254 4.251 5.373
C -0.121 6.571 0.325
C -1.659 -7.891 0.164
C -0.413 3.222 4.673
C -0.363 -7.524 0.493
C 1.205 2.635 2.967
C 5.261 -1.974 -1.774
C -1.522 6.252 -0.216
H 4.656 -1.260 -4.225
H -0.795 -2.583 4.759
H -3.524 -2.819 0.009
H 1.969 -3.813 -3.882
H 3.459 -1.724 -5.427
H 0.909 -6.006 1.279
H -1.303 4.058 6.444
H -4.599 -4.258 5.244
H -4.124 -1.539 -1.053
H 0.134 -0.134 4.611
H 2.441 -2.349 1.052
H 0.505 2.413 -3.205
H 0.961 0.018 -4.917
H -3.557 6.208 0.554
H -1.245 3.975 1.304
H -2.332 5.860 1.777
H -2.913 -1.220 1.742
H -4.308 2.460 -3.234
H 5.672 0.574 -0.129
H -0.359 -1.292 1.803
H 6.044 -0.846 0.828
H -3.719 -7.287 0.131
H 2.951 -3.646 -2.425
H -5.841 -2.194 4.687
H -1.111 7.129 -2.171
H 0.555 4.630 3.379
H 4.085 -2.951 1.329
H -3.197 -2.779 -3.896
H -1.864 4.930 -4.653
H 0.142 5.904 1.149
H 5.706 -1.165 -2.354
H -1.857 -8.874 -0.241
H -3.271 -5.057 1.056
H -0.113 -0.534 -3.632
H -4.015 4.178 -3.509
H -4.984 -0.680 2.928
H 5.095 1.943 -1.672
H -0.858 5.254 5.222
H 3.865 -1.078 3.207
H -1.940 3.676 -5.875
H 3.881 0.669 3.640
H -2.685 -1.074 -3.905
H 4.626 1.351 -3.270
H 2.964 3.149 0.320
H -2.277 4.235 4.990
H 0.451 -8.222 0.350
H 0.363 -1.637 -4.954
H 3.130 -3.552 -0.035
H 2.950 4.354 -0.978
H -4.201 3.085 -4.887
H -0.887 -4.571 -1.063
H 4.789 0.296 1.362
H 1.422 3.685 -0.390
H 1.654 3.692 -3.604
H 4.900 -2.742 -2.456
H 1.850 2.912 2.145
H 4.654 3.082 -2.930
H -0.079 7.597 0.693
H -2.234 -4.819 -2.188
H -1.179 1.573 5.814
H -1.533 -2.354 -4.347
H -2.833 7.057 -1.762
H -2.041 5.161 -2.699
H 3.727 -4.404 3.994
H -2.560 7.514 1.211
H 0.878 -2.495 6.555
H -1.788 8.244 -0.987
H -2.523 -4.809 4.057
H 2.810 -0.478 4.509
H 1.206 -3.399 -2.334
H -2.531 0.755 -3.836
H 2.076 -4.471 2.195
H -1.012 1.272 -4.562
H 0.633 6.454 -0.456
H 3.148 -3.410 6.185
H -0.641 -4.331 -2.798
H 6.068 -2.413 -1.180
H 1.848 2.086 -4.307
H -4.256 -3.243 -1.560
H -2.520 1.460 -5.465
H 3.579 -0.042 -4.942
H -0.523 3.795 -4.829
*
```

The calculation puts the max |F| at 0.74 eV Å⁻¹. The value obtained for the calculated total energy is -12568.6142 a.u. As for the expectation value of S²: 0.756. The calculation puts the energy above the lowest of the compared OMol25 structures with the same formula, charge and spin at 1.5489 eV. The value obtained for the LUMO energy (spin up / spin down) is -3.15 / -4.30 eV.

=====

[3]
DFT (ωB97M-V/def2-TZVPD) results for a structure of composition C53H85O27Tl in a non-equilibrium geometry.

```
! wB97M-V def2-TZVPD RIJCOSX def2/J DEFGRID3
* xyz 0 1
Tl 17.460 11.235 5.198
O 13.784 18.313 13.431
O 15.018 17.228 11.959
O 10.513 14.409 5.925
O 15.510 6.527 15.484
O 19.485 11.140 7.528
O 16.998 5.260 11.650
O 20.913 8.297 6.803
O 16.139 6.711 6.286
O 21.576 17.548 8.374
O 21.958 16.650 10.395
O 13.412 6.285 16.104
O 20.130 8.689 12.908
O 19.884 6.842 11.435
O 11.439 9.189 9.323
O 15.849 8.688 5.685
O 9.079 9.297 9.073
O 21.734 11.246 7.643
O 14.835 12.187 3.941
O 18.154 13.003 13.781
O 19.487 12.715 15.582
O 12.252 13.907 7.174
O 18.428 13.961 5.492
O 16.066 11.260 7.871
O 9.780 14.479 10.706
O 17.943 4.493 9.815
O 19.022 8.656 5.589
O 9.224 14.310 8.622
C 9.443 13.803 9.681
C 10.211 8.840 8.751
C 16.233 13.775 14.700
C 11.974 7.783 7.510
C 19.652 8.011 6.467
C 12.641 8.464 16.002
C 11.338 13.640 6.291
C 14.608 6.738 4.565
C 15.115 5.282 4.758
C 19.683 16.958 9.539
C 17.012 13.781 13.455
C 10.234 13.505 11.773
C 19.895 10.092 12.867
C 11.368 12.154 5.768
C 19.156 6.897 7.346
C 18.979 10.296 11.654
C 17.250 13.684 15.824
C 22.751 12.120 8.131
C 14.896 4.341 11.626
C 19.508 8.002 11.855
C 9.639 12.328 9.868
C 21.873 13.468 8.267
C 17.888 15.078 5.923
C 15.522 7.527 5.510
C 14.996 10.456 9.939
C 20.417 17.957 7.677
C 15.941 12.786 9.646
C 13.883 8.471 15.217
C 9.648 12.167 11.309
C 12.519 8.367 8.829
C 13.445 15.641 11.524
C 15.991 11.350 9.299
C 21.443 7.491 7.810
C 17.014 4.474 10.598
C 15.866 5.369 6.013
C 12.247 11.570 6.849
C 10.466 8.114 7.468
C 19.277 18.109 8.761
C 14.426 7.041 15.582
C 15.932 5.105 12.483
C 21.226 16.922 9.425
C 14.883 16.046 11.227
C 14.183 13.247 3.251
C 13.065 16.195 12.776
C 18.444 13.061 15.048
C 20.540 13.019 8.696
C 13.132 12.774 7.336
C 18.453 8.899 11.271
C 13.976 17.324 12.770
C 15.716 3.691 10.526
C 20.517 6.327 7.773
C 20.460 11.703 7.912
C 12.218 6.988 16.219
H 16.888 10.961 9.780
H 21.389 7.875 8.828
H 8.708 12.061 11.850
H 17.506 14.699 16.130
H 15.201 9.430 9.633
H 13.005 8.847 16.956
H 18.334 8.697 10.206
H 11.734 10.944 7.580
H 19.411 15.992 9.113
H 17.529 8.599 11.765
H 15.167 5.004 6.765
H 19.340 19.038 9.327
H 14.644 9.247 15.139
H 14.855 10.553 11.016
H 19.746 17.158 10.608
H 15.460 13.007 14.734
H 13.666 8.389 14.152
H 11.734 12.087 4.743
H 19.770 13.771 8.525
H 10.358 11.365 11.512
H 12.732 15.890 10.738
H 11.873 9.074 15.525
H 20.858 10.570 12.684
H 13.301 12.762 8.413
H 20.640 18.893 7.164
H 9.800 7.259 7.350
H 14.088 10.590 9.351
H 15.658 14.689 14.848
H 20.670 5.947 8.784
H 16.861 4.928 5.950
H 16.845 13.358 9.439
H 12.905 10.843 6.374
H 21.857 14.033 7.335
H 10.295 11.990 5.873
H 22.238 14.235 8.950
H 10.680 12.237 9.559
H 14.272 14.255 3.657
H 10.153 8.722 6.620
H 15.022 16.346 10.188
H 13.107 13.072 3.223
H 13.582 6.838 4.919
H 20.226 17.193 6.923
H 11.555 6.639 15.428
H 16.477 13.199 12.704
H 15.319 3.694 9.510
H 15.063 13.215 9.163
H 9.030 11.630 9.293
H 16.845 13.203 16.714
H 13.351 9.005 8.530
H 15.658 13.027 10.671
H 23.227 11.866 9.078
H 14.219 5.046 11.144
H 14.389 4.475 4.861
H 20.990 5.546 7.179
H 13.344 14.559 11.612
H 18.327 17.827 8.307
H 18.479 7.163 8.158
H 19.632 10.688 10.873
H 14.644 7.030 3.516
H 15.778 5.174 3.900
H 12.150 6.717 7.362
H 17.513 14.772 6.900
H 15.433 6.017 12.810
H 12.036 16.455 13.025
H 18.194 10.989 11.957
H 22.495 7.290 7.606
H 18.626 6.189 6.709
H 17.017 15.552 5.470
H 11.301 13.576 11.986
H 13.980 12.881 6.660
H 9.800 13.748 12.743
H 15.568 15.309 11.647
H 23.501 12.098 7.341
H 17.288 14.768 13.083
H 13.502 15.632 13.600
H 14.361 3.675 12.304
H 11.824 6.886 17.230
H 12.860 7.651 9.576
H 18.550 15.929 6.081
H 12.389 8.223 6.603
H 16.187 4.486 13.343
H 14.378 13.524 2.215
H 20.720 12.814 9.751
H 15.752 2.640 10.811
H 19.598 10.591 13.789
*
```

The calculation puts the max |F| at 6.44 eV Å⁻¹. The value obtained for the calculated total energy is -4273.9809 a.u. The value obtained for the LUMO energy is -4.73 eV.